The following is a quantum chemistry calculation of a single C3H3ClF2 molecule, from the Open Molecules 2025 dataset.

As for the HOMO energy: -10.268 eV. Its orbital gap is 10.95 eV. The structure (SMILES) is C=C(Cl)C(F)F. As for the multiplicity: 1. For the LUMO energy, the calculation gives 0.69 eV.

Structure (XYZ):
```
9
C3H3ClF2 (ωB97M-V with the def2-TZVPD basis set)
Cl -1.50042 -1.66975 0.08243
F 1.44278 -1.28830 -0.97508
F 1.41416 -1.01404 1.17571
C -0.99147 0.99629 -0.02739
C -0.46452 -0.25994 0.02480
C 1.00047 -0.45415 -0.03003
H -2.03126 1.27308 0.03985
H 1.41967 0.54720 -0.16707
H -0.28941 1.86962 -0.12322
```



The following is a quantum chemistry calculation of a molecular structure, C22H25N3O3V, from the Open Molecules 2025 dataset.

As for the HOMO energy (spin up / spin down): -11.608 / -11.713 eV. Its orbital gap (spin up / spin down) is 8.14 / 8.02 eV. As for the multiplicity: 3. The net charge is +1. For the LUMO energy (spin up / spin down), the calculation gives -3.47 / -3.70 eV. As for the expectation value of S²: 2.02.

Structure (XYZ):
```
54
C22H25N3O3V (ωB97M-V with the def2-TZVPD basis set)
V 0.15119 -0.69370 -0.23494
O -2.89947 1.51871 -0.15079
O -0.86108 -2.44346 -0.68264
O 0.59035 1.13612 -0.23298
N -1.90750 -0.51180 -0.34741
N 2.18352 -1.59115 -0.33644
N -3.16241 -2.44985 -0.80849
C 0.41748 3.30487 -1.06717
C 0.17494 5.57619 -1.82933
C 2.22664 -2.51810 0.83174
C 0.33233 4.67184 -0.79270
C 0.10861 5.11358 -3.13488
C 2.40907 -2.33994 -1.58602
C 0.34444 2.84897 -2.38552
C 1.47212 -1.94173 2.00161
C 1.01377 -1.82997 4.35346
C 0.64386 2.76248 1.46248
C -4.32032 -1.67963 -0.80090
C -3.02069 0.32085 -0.32109
C -1.99658 -1.81615 -0.61356
C 0.40645 -1.08051 1.73659
C 0.55638 2.35543 0.03765
C 0.19287 3.75338 -3.41726
C 1.77901 -2.31665 3.30424
C -0.35527 -0.60309 2.80296
C -3.18820 -3.89125 -1.07199
C -0.05479 -0.97453 4.10539
C -4.29009 -0.35848 -0.59540
C 3.23215 -0.56356 -0.18423
H 1.61298 -3.07014 -1.71836
H 1.24821 -2.11345 5.37127
H 3.10804 -0.06108 0.77375
H -2.85270 -4.09872 -2.08613
H 3.37654 -2.85065 -1.56411
H 0.89088 1.90450 2.08163
H 0.37647 5.02759 0.22740
H 1.36687 3.56436 1.60605
H -5.19777 0.22454 -0.60858
H 0.40146 1.79142 -2.59974
H -0.64859 -0.60404 4.93128
H -4.21018 -4.23509 -0.94382
H -0.33666 3.14476 1.76340
H 4.22273 -1.02649 -0.22211
H -5.22966 -2.23382 -0.98490
H 2.40689 -1.64684 -2.42811
H -1.19265 0.06355 2.62152
H -0.01265 5.82121 -3.94497
H 3.27148 -2.73426 1.07907
H 1.76373 -3.45376 0.51139
H 2.60943 -2.98325 3.50769
H 0.10128 6.63465 -1.62284
H 3.15022 0.16547 -0.98952
H -2.53951 -4.39716 -0.36349
H 0.13438 3.40781 -4.44012
```



The following is a quantum chemistry calculation of a molecular structure, C53H50As2Cl2F5LaN2O3S, from the Open Molecules 2025 dataset.

As for the HOMO energy: -12.599 eV. Its orbital gap is 7.27 eV. As for the multiplicity: 1. The net charge is +2. For the LUMO energy, the calculation gives -5.33 eV.

Structure (XYZ):
```
119
C53H50As2Cl2F5LaN2O3S (ωB97M-V with the def2-TZVPD basis set)
La -12.54267 -19.07409 -9.98746
As -12.92120 -21.73172 -11.97711
As -13.23501 -22.03821 -8.20163
Cl -14.94629 -17.13488 -11.53643
Cl -15.82616 -19.85265 -10.79321
S -10.58331 -18.69876 -8.02620
F -10.82646 -21.16737 -9.98671
F -6.83167 -23.14553 -8.88869
F -9.11737 -23.17474 -10.22128
F -6.14754 -21.06165 -7.27487
F -7.94323 -19.12755 -6.71399
O -11.82007 -18.18377 -11.96617
O -11.89828 -15.33962 -12.66610
O -13.80649 -17.81787 -8.43698
N -9.82137 -16.25805 -11.00762
N -13.40276 -18.29573 -6.31267
C -13.78764 -23.39942 -9.57080
C -11.30689 -21.94988 -12.92168
C -15.83446 -21.71870 -7.12511
C -11.97338 -18.20310 -14.32015
C -9.78635 -23.07751 -14.39920
C -11.18224 -15.35341 -9.17781
C -16.21672 -18.10523 -10.64117
C -11.11505 -22.34536 -6.17777
C -14.58960 -21.78470 -15.77614
C -9.45058 -20.00721 -8.41104
C -8.91253 -21.99179 -14.34412
C -9.70203 -21.08397 -9.23321
C -13.08498 -23.40610 -10.92055
C -16.33639 -17.52747 -6.25533
C -12.06074 -15.21068 -11.34954
C -8.83531 -22.14490 -9.42384
C -11.28890 -18.03358 -15.51208
C -10.01675 -17.38857 -13.21266
C -15.17245 -16.67557 -6.79677
C -11.71660 -22.89901 -7.38532
C -9.98685 -17.59742 -15.59570
C -11.14426 -24.02690 -7.95425
C -11.05552 -15.70298 -10.55156
C -9.94711 -24.57130 -7.39352
C -9.31113 -17.32084 -14.40191
C -13.76852 -21.53158 -14.67602
C -11.00410 -23.07314 -13.72737
C -17.03920 -22.12282 -6.49358
C -16.00964 -18.36411 -4.99352
C -8.22780 -20.02326 -7.69433
C -15.76725 -22.46789 -15.66658
C -14.66122 -22.41315 -6.85566
C -16.98780 -23.21524 -5.64113
C -7.63614 -22.12042 -8.72221
C -15.42761 -22.64968 -13.29975
C -15.79123 -23.85283 -5.36365
C -14.61168 -23.42753 -5.90311
C -13.46434 -18.34835 -4.82100
C -9.41030 -23.99674 -6.25054
C -16.20917 -22.93215 -14.42623
C -12.19638 -14.54603 -8.65478
C -13.13625 -14.04557 -9.50883
C -7.30839 -21.02491 -7.90465
C -11.31210 -17.95768 -13.10915
C -13.14682 -14.42624 -10.81727
C -10.41351 -20.89583 -12.86475
C -14.19273 -21.99213 -13.43613
C -10.00009 -22.91955 -5.62199
C -9.20700 -20.88006 -13.58309
C -14.06166 -17.64016 -7.19432
C -9.39723 -16.88381 -12.04517
C -14.81096 -17.86010 -4.22675
C -12.51017 -14.45031 -13.59905
H -15.87116 -19.39176 -5.26916
H -13.17951 -19.40411 -4.59300
H -9.38182 -25.47122 -7.76409
H -13.58058 -14.59025 -13.62488
H -12.09028 -23.79241 -10.73030
H -13.61443 -24.08328 -11.57605
H -15.76781 -23.03059 -12.34623
H -8.23358 -17.19040 -14.48318
H -14.85348 -23.25091 -9.63965
H -14.89189 -18.26306 -3.19283
H -16.14505 -17.71998 -9.59101
H -12.20531 -14.35386 -7.61295
H -17.19380 -17.94903 -11.06043
H -9.72443 -22.50523 -4.59755
H -17.07334 -23.58487 -14.31151
H -14.23139 -21.55790 -16.75133
H -10.42932 -15.78321 -8.51401
H -15.84971 -24.69175 -4.70311
H -8.41247 -20.12069 -13.53877
H -16.86210 -18.34288 -4.33689
H -13.86284 -13.39800 -9.11724
H -11.76818 -18.27881 -16.43422
H -12.64024 -17.70546 -4.47196
H -11.52764 -24.01639 -13.59044
H -7.86005 -22.06869 -14.72382
H -12.91438 -18.69726 -14.24645
H -11.64292 -24.50509 -8.81941
H -15.92643 -20.96362 -7.95707
H -12.67751 -18.83483 -6.78549
H -13.69480 -24.38979 -9.08219
H -9.39385 -23.98726 -14.92354
H -12.85406 -20.96912 -14.91177
H -17.96811 -21.65654 -6.80577
H -14.85808 -16.78916 -4.10918
H -13.68405 -23.82015 -5.53621
H -11.53734 -21.48685 -5.69202
H -8.31506 -17.02456 -12.03055
H -9.08523 -16.02041 -10.33451
H -12.06806 -14.67507 -14.55818
H -8.47884 -24.39853 -5.96572
H -12.26752 -13.45424 -13.31836
H -13.87044 -13.97962 -11.48664
H -10.53085 -20.11032 -12.21971
H -17.91597 -23.67609 -5.26987
H -16.74411 -18.23258 -7.02484
H -9.41983 -17.62081 -16.49258
H -15.50597 -16.19884 -7.74134
H -17.12716 -16.80204 -6.14636
H -14.77309 -15.89112 -6.16622
H -16.43766 -22.70795 -16.51534
```



What are the energy values for these records? In order: -21116.269; -59516.618; -236887.482 eV.
What are the energy above the lowest of the compared OMol25 structures with the same formula, charge and spin values for these records? In order: 6.6; 0.0; 0.0 kcal/mol.